Entry 1:
The following is a quantum chemistry calculation of a 4-piece molecular cluster, CH11N3O3 overall at a distorted geometry, from the Open Molecules 2025 dataset.

Values from the calculation:
SMILES: N=C(N)N.O.O.O
Electronic energy: -434.6588 Ha
E_HOMO: -8.905 eV

Element x y z (Å)
1 N 0.55 -1.12 -0.92
2 C -0.19 -1.14 0.29
3 N -0.22 0.10 0.94
4 N -1.00 -2.21 0.46
5 H 1.27 -0.41 -1.09
6 H 0.74 -2.11 -1.18
7 H -0.95 0.55 1.42
8 H 0.67 0.48 1.22
9 H -1.09 -2.54 -0.52
10 H 1.25 2.21 -3.37
11 H 0.67 0.88 -3.31
12 O 1.39 1.39 -2.98
13 H -2.91 -0.86 3.47
14 H -2.39 -1.56 2.00
15 O -2.88 -0.82 2.48
16 H 2.07 3.04 0.47
17 H 1.55 1.78 -0.07
18 O 1.47 2.33 0.69

Mulliken atomic charge list, values in e, 4 entries: N -0.438; C 0.533; N -0.302; N -0.763



Entry 2:
The following is a quantum chemistry calculation of one molecule with the formula C6H9N at a distorted geometry, from the Open Molecules 2025 dataset.

Values from the calculation:
SMILES: C=C(C)N=C=CC
Electronic energy: -288.6420 Ha
E_HOMO: -7.728 eV

Element x y z (Å)
1 C -0.57 -0.87 0.06
2 C 2.53 -0.91 -1.03
3 C -2.03 -0.56 -0.27
4 C 1.69 -0.22 -0.20
5 C -2.87 0.25 0.71
6 C 1.70 1.11 0.32
7 N 0.58 -0.94 0.34
8 H 2.24 -1.89 -1.42
9 H 3.39 -0.50 -1.35
10 H -2.32 -1.29 -1.05
11 H -3.43 1.00 0.09
12 H -2.19 0.73 1.40
13 H -3.69 -0.38 1.16
14 H 1.46 1.75 -0.56
15 H 0.87 1.19 1.09
16 H 2.63 1.53 0.72

Mulliken atomic charge list, values in e, 4 entries: C 0.367; C -0.984; C -0.431; C 0.750



Entry 3:
The following is a quantum chemistry calculation of C3H6NiO3 as an isolated structure at a distorted geometry, from the Open Molecules 2025 dataset.

Values from the calculation:
Charge: +2
Multiplicity: 3
<S²>: 2.0114
Electronic energy: -1850.9639 Ha
E_HOMO (spin up / spin down): -21.510 / -20.516 eV

Element x y z (Å)
1 H -1.95 -0.70 -0.52
2 O 0.89 1.28 -0.57
3 C 0.11 0.90 0.29
4 O 0.37 -0.39 0.60
5 Ni 0.49 -1.14 -1.69
6 O -1.17 1.10 0.14
7 C -1.94 0.36 -0.81
8 H -1.54 0.46 -1.83
9 H -2.96 0.75 -0.81
10 C 1.68 -0.61 1.20
11 H 1.95 -1.59 0.81
12 H 2.52 0.03 0.91
13 H 1.57 -0.44 2.27

Mulliken atomic charge list, values in e, 4 entries: H 0.383; O -0.227; C 0.879; O -0.296



Entry 4:
The following is a quantum chemistry calculation of C5H8O2 as an isolated structure at a distorted geometry, from the Open Molecules 2025 dataset.

Values from the calculation:
Electronic energy: -345.6096 Ha
E_HOMO: -8.203 eV

Element x y z (Å)
1 O -0.26 -0.15 2.52
2 C 0.44 0.27 1.47
3 C 0.89 -0.79 0.49
4 C 0.24 -0.27 -0.76
5 C 0.93 0.21 -1.96
6 O 0.21 -1.03 -1.95
7 C -0.95 0.39 -0.13
8 H -0.50 -1.10 2.47
9 H -0.33 1.01 0.80
10 H 0.48 -1.78 0.73
11 H 1.97 -0.85 0.51
12 H 0.47 1.00 -2.56
13 H 2.01 0.12 -2.04
14 H -1.67 -0.34 0.23
15 H -1.49 1.14 -0.70

Mulliken atomic charge list, values in e, 4 entries: O -0.335; C -0.377; C -0.672; C 0.811



Entry 5:
The following is a quantum chemistry calculation of C18H44BClF4P2Ti as an isolated structure at a distorted geometry, from the Open Molecules 2025 dataset.

Values from the calculation:
Charge: -1
Multiplicity: 2
<S²>: 0.7538
Electronic energy: -3129.1113 Ha
E_HOMO (spin up / spin down): -2.761 / -4.551 eV

Element x y z (Å)
1 Ti 0.00 -0.13 0.14
2 P 2.19 1.04 0.60
3 C 2.32 2.77 -0.09
4 C 2.60 1.15 2.40
5 C 3.46 0.06 -0.34
6 C 1.01 3.57 -0.09
7 H 2.59 2.54 -1.14
8 C 3.43 3.55 0.60
9 H 3.08 3.97 1.55
10 H 3.68 4.38 -0.07
11 H 4.35 2.97 0.77
12 H 0.37 3.31 -0.94
13 H 1.27 4.62 -0.18
14 H 0.42 3.44 0.82
15 H 3.10 0.24 -1.38
16 C 3.43 -1.42 -0.09
17 C 4.86 0.60 -0.15
18 H 5.01 1.52 -0.71
19 H 5.55 -0.16 -0.55
20 H 5.10 0.74 0.91
21 H 2.48 -1.76 0.34
22 H 4.21 -1.78 0.59
23 H 3.52 -1.95 -1.05
24 C 1.50 1.92 3.15
25 H 3.51 1.77 2.37
26 C 2.93 -0.19 3.04
27 H 1.46 2.98 2.89
28 H 1.72 1.83 4.22
29 H 0.51 1.46 2.99
30 H 2.18 -0.96 2.82
31 H 2.93 -0.04 4.13
32 H 3.92 -0.55 2.75
33 Cl -0.38 -0.55 2.40
34 H -0.67 1.52 0.11
35 H 1.00 -0.76 -0.95
36 P -2.13 -0.87 -0.99
37 C -1.82 -1.64 -2.68
38 C -3.12 -2.11 -0.01
39 C -3.16 0.70 -1.36
40 C -0.49 -2.37 -2.82
41 H -1.77 -0.73 -3.31
42 C -2.97 -2.54 -3.08
43 H -2.87 -3.53 -2.61
44 H -2.88 -2.67 -4.16
45 H -3.95 -2.12 -2.87
46 H 0.37 -1.68 -2.92
47 H -0.53 -3.00 -3.70
48 H -0.27 -3.03 -1.98
49 H -2.46 1.18 -2.08
50 C -3.32 1.60 -0.13
51 C -4.47 0.33 -2.03
52 H -4.32 0.01 -3.06
53 H -5.06 1.24 -2.03
54 H -5.02 -0.44 -1.47
55 H -2.67 1.36 0.72
56 H -4.36 1.57 0.21
57 H -3.08 2.61 -0.45
58 C -2.34 -3.37 0.32
59 H -3.88 -2.40 -0.73
60 C -3.73 -1.52 1.25
61 H -2.16 -4.03 -0.54
62 H -2.72 -3.90 1.19
63 H -1.35 -3.09 0.69
64 H -2.99 -1.06 1.91
65 H -4.18 -2.36 1.79
66 H -4.52 -0.81 1.01
67 F -0.19 -2.16 0.07
68 B 0.97 -3.55 0.31
69 F 1.51 -3.10 1.48
70 F 0.08 -4.59 0.22
71 F 1.72 -3.27 -0.99

Mulliken atomic charge list, values in e, 4 entries: Ti -2.451; P 1.019; C 1.028; C 0.425



Entry 6:
The following is a quantum chemistry calculation of C22H38N9O3RbS as an isolated structure at a distorted geometry, from the Open Molecules 2025 dataset.

Values from the calculation:
Electronic energy: -2001.8728 Ha
E_HOMO: -7.433 eV

Element x y z (Å)
1 Rb -7.63 -1.22 16.89
2 C -4.76 2.95 22.65
3 C -5.59 2.44 21.52
4 N -5.05 1.13 21.19
5 C -5.47 0.33 20.20
6 S -6.61 0.88 19.08
7 N -4.77 -0.82 20.19
8 N -5.13 -1.70 19.16
9 C -4.80 -2.91 19.37
10 C -4.46 -3.47 20.77
11 C -4.88 -3.85 18.23
12 C -3.71 -4.59 18.04
13 C -3.64 -5.41 16.96
14 C -4.65 -5.39 16.01
15 C -5.80 -4.62 16.27
16 N -5.94 -3.90 17.39
17 H -5.03 3.92 23.02
18 H -3.72 2.91 22.42
19 H -5.03 2.25 23.44
20 H -5.49 3.08 20.63
21 H -6.66 2.37 21.76
22 H -4.58 0.62 21.88
23 H -4.64 -4.55 20.75
24 H -5.05 -2.96 21.53
25 H -3.46 -3.12 21.06
26 H -2.98 -4.46 18.81
27 H -2.75 -6.05 16.71
28 H -4.54 -5.98 15.08
29 H -6.64 -4.63 15.59
30 N -6.21 -1.83 11.35
31 C -5.26 -0.80 11.76
32 C -5.92 0.36 12.52
33 C -6.60 -0.04 13.86
34 O -7.83 0.13 13.96
35 O -5.88 -0.54 14.75
36 H -6.96 -1.34 10.93
37 H -6.63 -2.24 12.22
38 H -4.83 -0.34 10.87
39 H -4.40 -1.12 12.30
40 H -6.81 0.63 11.87
41 H -5.22 1.18 12.74
42 N -4.36 0.10 17.11
43 C -3.52 1.39 17.20
44 C -2.86 1.56 15.82
45 N -2.05 0.46 15.37
46 C -2.81 -0.81 15.44
47 C -3.51 -1.06 16.80
48 H -5.07 0.23 16.40
49 H -4.87 -0.11 18.01
50 H -2.85 1.25 18.05
51 H -4.30 2.18 17.51
52 H -2.34 2.55 15.78
53 H -3.75 1.61 15.14
54 H -1.24 0.40 16.01
55 H -2.13 -1.69 15.36
56 H -3.58 -0.89 14.73
57 H -2.87 -1.28 17.61
58 H -4.17 -1.93 16.69
59 N -6.34 2.55 16.11
60 C -7.47 2.31 16.19
61 N -8.68 1.97 16.58
62 C -9.15 2.58 17.83
63 C -9.83 3.90 17.46
64 O -10.90 3.73 16.58
65 C -10.49 3.15 15.32
66 C -9.75 1.87 15.50
67 H -8.31 2.69 18.47
68 H -9.81 1.84 18.32
69 H -9.04 4.56 17.10
70 H -10.21 4.46 18.34
71 H -9.85 3.92 14.79
72 H -11.40 3.04 14.75
73 H -9.20 1.49 14.62
74 H -10.41 1.04 15.74

Mulliken atomic charge list, values in e, 4 entries: Rb 0.923; C -1.412; C -0.152; N -0.057